{
  "formula": "C26H53Br15N3O16P",
  "method": "ωB97M-V/def2-TZVPD",
  "energy_ev": -1124977.26655,
  "fmax_ev_per_a": 2.0,
  "lumo_energy_ev": -0.33,
  "spin_multiplicity": 1,
  "homo_ev": -8.7202,
  "charge": 0,
  "elements": ["C", "Br", "Br", "Br", "H", "C", "Br", "Br", "Br", "H", "C", "Br", "Br", "Br", "H", "C", "Br", "Br", "Br", "H", "C", "Br", "Br", "Br", "H", "O", "P", "N", "C", "C", "N", "C", "C", "N", "C", "C", "H", "H", "H", "H", "H", "H", "H", "H", "H", "H", "H", "H", "H", "H", "H", "H", "H", "H", "C", "O", "C", "O", "O", "C", "H", "H", "H", "H", "H", "H", "C", "O", "C", "O", "O", "C", "H", "H", "H", "H", "H", "H", "C", "O", "C", "O", "O", "C", "H", "H", "H", "H", "H", "H", "C", "O", "C", "O", "O", "C", "H", "H", "H", "H", "H", "H", "C", "O", "C", "O", "O", "C", "H", "H", "H", "H", "H", "H"],
  "positions_angstrom": [[2.815, 4.321, 1.636], [0.902, 4.645, 1.900], [3.209, 2.449, 1.859], [3.983, 5.461, 2.712], [2.942, 4.597, 0.600], [0.542, -4.969, 3.629], [2.119, -4.645, 2.559], [0.735, -6.328, 4.995], [-1.070, -5.357, 2.582], [0.243, -4.081, 4.169], [0.465, -5.942, -2.469], [1.314, -4.585, -3.651], [-1.481, -5.824, -2.768], [0.875, -5.594, -0.625], [0.831, -6.890, -2.831], [2.266, -2.361, 7.368], [3.807, -2.469, 8.584], [1.123, -3.901, 7.679], [2.934, -2.298, 5.575], [1.655, -1.512, 7.641], [-4.731, -5.326, 1.089], [-3.412, -6.477, 0.272], [-4.193, -3.473, 1.087], [-5.015, -5.876, 2.948], [-5.650, -5.453, 0.539], [-1.802, -0.758, 1.821], [-0.792, -0.341, 0.831], [-0.878, 1.255, 0.386], [-1.745, 2.098, 1.225], [0.146, 1.929, -0.377], [-0.837, -1.207, -0.606], [-1.856, -0.845, -1.587], [-0.337, -2.581, -0.639], [0.801, -0.583, 1.348], [1.978, -0.720, 0.499], [1.035, -0.985, 2.735], [-1.885, 3.020, 0.661], [-1.314, 2.259, 2.218], [-2.728, 1.663, 1.394], [0.982, 2.096, 0.310], [-0.116, 2.928, -0.726], [0.431, 1.298, -1.215], [-2.865, -1.078, -1.236], [-1.764, 0.219, -1.798], [-1.699, -1.446, -2.481], [-1.108, -3.342, -0.509], [0.053, -2.694, -1.660], [0.536, -2.715, -0.012], [2.221, -1.777, 0.371], [1.768, -0.253, -0.462], [2.833, -0.140, 0.873], [1.033, -0.073, 3.345], [2.045, -1.369, 2.864], [0.303, -1.686, 3.132], [4.498, -2.714, -4.313], [3.340, -1.895, -4.169], [2.892, -1.211, -5.233], [3.265, -1.341, -6.354], [1.795, -0.523, -4.921], [1.281, -0.454, -3.618], [5.244, -2.201, -4.920], [4.256, -3.648, -4.823], [4.885, -2.927, -3.321], [0.315, 0.045, -3.648], [1.939, 0.153, -2.997], [1.114, -1.432, -3.166], [-1.837, -1.675, 8.957], [-2.431, -1.049, 7.792], [-1.577, -0.422, 6.982], [-0.378, -0.494, 6.994], [-2.296, 0.175, 6.045], [-1.583, 0.767, 4.960], [-0.765, -1.537, 9.034], [-2.116, -2.722, 8.986], [-2.307, -1.107, 9.764], [-1.042, 0.010, 4.395], [-0.855, 1.508, 5.293], [-2.350, 1.222, 4.343], [6.871, 5.528, -1.547], [6.572, 4.180, -1.877], [5.375, 3.724, -1.565], [4.544, 4.333, -0.943], [5.260, 2.495, -2.027], [4.038, 1.819, -1.776], [6.747, 5.701, -0.477], [6.286, 6.217, -2.155], [7.926, 5.709, -1.740], [4.190, 0.742, -1.715], [3.346, 2.109, -2.571], [3.609, 2.074, -0.805], [-7.042, 5.712, -1.267], [-5.778, 5.106, -1.098], [-4.806, 5.926, -0.699], [-4.959, 7.060, -0.342], [-3.663, 5.243, -0.731], [-2.504, 6.022, -0.466], [-7.424, 6.119, -0.326], [-7.820, 5.022, -1.574], [-6.948, 6.562, -1.938], [-2.331, 6.844, -1.164], [-1.655, 5.349, -0.488], [-2.613, 6.542, 0.488], [-2.852, 0.521, -6.137], [-2.317, -0.756, -5.881], [-1.152, -1.124, -6.418], [-0.522, -0.456, -7.162], [-0.793, -2.337, -6.037], [-1.716, -3.187, -5.362], [-2.455, 0.991, -7.033], [-2.656, 1.218, -5.318], [-3.933, 0.415, -6.187], [-1.338, -4.201, -5.442], [-2.717, -3.073, -5.770], [-1.703, -2.961, -4.296]],
  "forces_ev_per_a": [[-0.3, 0.4, 0.1], [0.4, 0.1, 0.3], [0.1, 0.3, 0.3], [-0.6, -0.5, -0.4], [0.5, -0.2, 0.0], [-1.0, -0.2, 0.2], [-0.4, -0.2, 0.3], [0.3, 0.0, -0.4], [0.7, 0.1, 0.0], [0.5, 0.3, -0.1], [-0.5, 1.4, -0.6], [-0.2, -0.6, 0.5], [0.8, -0.3, 0.1], [0.1, -0.5, -0.4], [-0.1, -0.2, 0.3], [0.5, -0.7, 0.8], [-0.5, 0.2, -0.2], [0.1, 0.3, -0.1], [-0.4, 0.1, 0.0], [0.2, 0.3, -0.3], [0.4, 0.0, 0.7], [-0.2, 0.2, 0.0], [0.0, -0.2, -0.2], [-0.1, 0.0, -0.5], [-0.1, 0.1, 0.1], [0.1, 0.5, 0.4], [1.4, -0.9, -1.0], [-2.0, -0.1, 0.2], [0.1, -0.1, -0.3], [0.6, -0.3, 0.8], [0.4, 0.8, 0.6], [0.2, -0.4, 0.4], [-0.1, 0.7, -1.3], [-0.2, -0.7, 0.3], [-0.6, 0.6, -0.3], [0.1, 1.1, 0.3], [0.0, 0.2, 0.4], [0.1, 0.4, -0.1], [0.1, -0.2, -0.2], [0.4, -0.1, -0.5], [-0.6, -0.2, -0.1], [0.2, 0.1, -0.2], [-0.1, 0.1, 0.0], [-0.2, 0.0, -0.2], [0.1, 0.1, -0.2], [0.0, 0.0, 0.4], [0.0, -0.4, 0.0], [-0.4, -0.1, 0.5], [0.4, 0.1, -0.1], [0.0, -0.4, -0.2], [-0.1, -0.4, 0.3], [-0.2, -0.2, 0.3], [-0.1, -0.3, -0.3], [0.0, -0.1, -0.1], [0.2, 0.0, -0.8], [0.2, 0.2, 0.8], [-1.1, -1.4, 0.2], [0.7, 0.4, -0.4], [-0.1, 0.6, -0.8], [-0.1, 0.1, 0.9], [0.0, 0.0, 0.1], [-0.1, 0.0, 0.1], [-0.1, 0.1, 0.1], [0.0, 0.1, -0.4], [0.1, -0.2, 0.2], [0.3, 0.0, 0.0], [-0.8, 1.0, 0.4], [0.8, -0.1, 0.3], [-0.6, -0.8, -1.0], [0.6, 0.2, 0.4], [-0.3, 0.3, 0.2], [0.3, 0.0, -0.2], [0.1, -0.1, -0.4], [0.0, 0.0, -0.1], [0.1, -0.5, 0.3], [-0.2, -0.1, 0.0], [-0.2, 0.0, 0.2], [0.0, 0.0, -0.1], [0.3, 0.5, 0.5], [0.7, -0.3, -0.5], [-0.1, 0.4, 0.4], [-0.5, 0.2, 0.1], [0.5, -0.7, -0.1], [-0.9, 0.2, 0.4], [-0.4, 0.1, -0.1], [-0.2, 0.0, 0.2], [0.0, -0.4, -0.3], [0.4, 0.1, -0.6], [-0.1, -0.3, 0.1], [0.1, 0.4, -0.2], [-0.8, 1.2, 0.7], [0.0, -0.7, -0.2], [-0.4, -0.3, 0.2], [0.2, 0.3, -0.1], [0.1, 0.1, -0.4], [0.2, 0.8, 0.5], [0.3, 0.0, 0.1], [0.6, -0.5, -0.4], [-0.2, -0.1, -0.2], [-0.3, -0.3, -0.4], [0.0, -0.1, 0.1], [0.2, -0.4, 0.2], [-0.2, 1.0, 0.0], [-0.6, -0.5, 0.8], [-0.6, 0.1, 0.1], [0.9, 0.7, -0.8], [0.4, -0.6, -0.1], [0.1, 0.1, 0.5], [0.0, -0.3, -0.2], [0.2, -0.3, 0.2], [0.0, -0.1, -0.2], [0.0, 0.0, -0.4], [0.0, -0.2, 0.0], [-0.2, 0.2, 0.0]]
}

{
  "formula": "C52H60F5N5OPS",
  "method": "ωB97M-V/def2-TZVPD",
  "energy_ev": -98097.23333,
  "fmax_ev_per_a": 2.4,
  "lumo_energy_ev": -4.25,
  "spin_multiplicity": 1,
  "homo_ev": -10.6025,
  "charge": 1,
  "elements": ["C", "C", "C", "N", "C", "N", "N", "N", "C", "S", "C", "C", "C", "N", "C", "C", "C", "C", "C", "F", "F", "C", "F", "F", "F", "C", "P", "C", "O", "H", "H", "H", "H", "H", "H", "H", "H", "H", "H", "H", "H", "H", "H", "H", "H", "H", "H", "H", "H", "H", "H", "H", "H", "C", "C", "C", "C", "C", "C", "H", "H", "H", "H", "H", "H", "C", "C", "C", "C", "C", "C", "H", "H", "H", "H", "H", "H", "C", "C", "C", "C", "C", "C", "H", "H", "H", "H", "H", "H", "C", "C", "C", "C", "C", "C", "H", "H", "H", "H", "H", "H", "C", "C", "C", "C", "C", "C", "H", "H", "H", "H", "H", "H", "C", "C", "C", "C", "C", "C", "H", "H", "H", "H", "H", "H"],
  "positions_angstrom": [[0.493, -1.235, -2.016], [-0.797, -1.725, -2.796], [-1.980, -1.932, -1.790], [-2.985, -0.823, -1.750], [-2.957, -0.120, -0.536], [-3.304, -0.825, 0.540], [-3.282, -0.198, 1.676], [-3.676, -1.024, 2.790], [-2.636, -1.641, 3.117], [-1.435, -2.567, 3.526], [-2.942, 1.055, 2.012], [-2.999, 1.596, 3.467], [-1.578, 1.899, 4.061], [-0.570, 0.877, 3.715], [-2.490, 1.934, 0.895], [-2.034, 3.377, 1.204], [-2.616, 4.515, 0.275], [-1.427, 5.136, -0.547], [-0.578, 6.164, 0.240], [-1.102, 7.430, 0.271], [-0.289, 5.801, 1.535], [0.829, 6.293, -0.489], [1.660, 5.276, -0.107], [1.461, 7.428, -0.101], [0.723, 6.231, -1.834], [-2.535, 1.290, -0.389], [-2.055, 2.260, -1.930], [-3.682, 2.310, -2.896], [-1.000, 1.366, -2.890], [1.266, -2.030, -2.071], [0.914, -0.290, -2.431], [0.272, -1.030, -0.938], [-1.123, -0.985, -3.559], [-0.514, -2.678, -3.304], [-2.540, -2.869, -2.041], [-1.580, -2.104, -0.762], [-2.905, -0.176, -2.532], [-3.607, 0.967, 4.146], [-3.538, 2.577, 3.394], [-1.696, 1.885, 5.180], [-1.275, 2.939, 3.815], [0.308, 1.207, 4.126], [-0.776, 0.021, 4.238], [-0.914, 3.396, 1.199], [-2.312, 3.656, 2.248], [-3.397, 4.177, -0.438], [-3.028, 5.350, 0.894], [-1.831, 5.670, -1.445], [-0.725, 4.370, -0.948], [-4.555, 2.113, -2.220], [-3.727, 1.509, -3.676], [-3.862, 3.304, -3.357], [-0.830, 1.938, -3.664], [4.106, -2.077, -5.558], [2.724, -1.959, -5.495], [1.925, -3.094, -5.556], [2.510, -4.349, -5.670], [3.893, -4.468, -5.730], [4.691, -3.332, -5.678], [4.729, -1.192, -5.514], [2.268, -0.980, -5.398], [0.846, -3.000, -5.513], [1.888, -5.235, -5.713], [4.349, -5.446, -5.818], [5.769, -3.425, -5.730], [-0.780, -6.990, 7.251], [-1.857, -6.468, 7.956], [-2.419, -5.257, 7.573], [-1.910, -4.573, 6.477], [-0.835, -5.097, 5.769], [-0.267, -6.303, 6.158], [-0.340, -7.932, 7.552], [-2.258, -7.005, 8.807], [-3.254, -4.848, 8.127], [-2.352, -3.630, 6.175], [-0.438, -4.564, 4.913], [0.574, -6.708, 5.609], [-1.468, 12.962, 1.182], [-2.856, 13.005, 1.227], [-3.591, 11.831, 1.134], [-2.938, 10.611, 1.004], [-1.550, 10.568, 0.963], [-0.815, 11.744, 1.047], [-0.895, 13.879, 1.252], [-3.365, 13.956, 1.335], [-4.674, 11.865, 1.162], [-3.512, 9.694, 0.936], [-1.041, 9.618, 0.864], [0.267, 11.710, 1.009], [4.578, 0.445, 2.655], [3.198, 0.570, 2.764], [2.394, -0.562, 2.746], [2.970, -1.821, 2.628], [4.349, -1.947, 2.523], [5.152, -0.814, 2.532], [5.205, 1.328, 2.665], [2.750, 1.553, 2.862], [1.317, -0.463, 2.824], [2.343, -2.706, 2.619], [4.798, -2.929, 2.433], [6.228, -0.912, 2.444], [-2.409, -3.552, -5.371], [-3.792, -3.435, -5.306], [-4.589, -4.570, -5.366], [-4.003, -5.825, -5.481], [-2.620, -5.942, -5.542], [-1.823, -4.806, -5.490], [-1.787, -2.665, -5.328], [-4.249, -2.456, -5.210], [-5.668, -4.479, -5.323], [-4.625, -6.711, -5.523], [-2.163, -6.921, -5.629], [-0.744, -4.898, -5.543], [7.790, -4.039, 0.030], [6.410, -3.914, 0.140], [5.606, -5.046, 0.121], [6.181, -6.305, 0.004], [7.560, -6.430, -0.102], [8.365, -5.298, -0.093], [8.417, -3.155, 0.041], [5.962, -2.932, 0.238], [4.529, -4.947, 0.200], [5.554, -7.188, -0.006], [8.009, -7.412, -0.192], [9.440, -5.396, -0.180]],
  "forces_ev_per_a": [[-0.1, 0.2, -0.3], [0.4, 0.4, 0.9], [-0.2, -1.9, -0.6], [1.0, 1.2, 1.4], [0.1, 0.9, 0.3], [0.1, 0.2, -1.1], [0.0, 1.5, 1.8], [1.5, -0.3, -0.2], [0.4, -1.8, 0.6], [-1.5, 1.3, -0.5], [0.6, 1.4, -1.2], [-0.1, 0.4, -0.7], [-0.6, -0.3, 1.5], [0.0, 0.6, 0.2], [-0.9, -2.1, -0.5], [-0.4, 0.0, 0.2], [1.4, 0.5, -0.2], [-0.5, 0.6, 0.0], [1.0, 0.0, -1.0], [-0.1, -1.1, 0.1], [-0.6, 0.1, -0.7], [1.1, 0.0, 0.9], [-1.0, 0.5, -0.4], [-0.8, -0.8, -0.7], [0.0, 0.4, 1.0], [-0.1, -0.5, 0.2], [-0.1, 1.5, -0.3], [-0.6, -1.0, 0.3], [-1.2, 0.0, 0.3], [-0.4, 0.6, 0.1], [-0.3, -0.8, 0.2], [0.2, -0.2, -0.8], [0.4, -0.6, 0.4], [-0.6, 0.7, 0.4], [0.4, 0.8, 0.1], [-0.4, 0.3, -0.8], [0.2, -0.4, 0.1], [0.5, 0.1, -0.7], [0.3, -0.8, 0.1], [-0.2, 0.4, -0.9], [0.2, -1.0, -0.1], [-0.1, -0.2, -0.4], [0.0, 0.3, -0.2], [-0.9, -0.1, -0.2], [0.2, -0.5, -0.9], [0.4, 0.1, 0.6], [0.1, -0.8, -0.4], [0.4, -0.3, 0.8], [-0.7, 0.5, 0.5], [0.7, 0.2, -0.4], [0.1, 0.7, 0.5], [0.5, -0.6, 0.2], [0.2, -0.3, 0.4], [0.0, 0.0, 0.0], [0.0, 0.0, 0.0], [0.0, 0.0, 0.0], [0.0, 0.0, 0.0], [0.0, 0.0, 0.0], [0.0, 0.0, 0.0], [0.0, 0.0, 0.0], [0.0, 0.0, 0.0], [0.0, 0.0, 0.0], [0.0, 0.0, 0.0], [0.0, 0.0, 0.0], [0.0, 0.0, 0.0], [0.0, 0.0, 0.0], [0.0, 0.0, 0.0], [0.0, 0.0, 0.0], [0.1, 0.0, 0.0], [-0.1, 0.0, 0.1], [0.0, 0.0, 0.0], [0.0, 0.0, 0.0], [0.0, 0.0, 0.0], [0.0, 0.0, 0.0], [0.0, 0.0, 0.0], [0.1, -0.1, 0.1], [0.0, 0.0, 0.0], [0.0, 0.0, 0.0], [0.0, 0.0, 0.0], [0.0, 0.0, 0.0], [0.0, 0.0, 0.0], [0.0, 0.0, 0.0], [0.0, 0.0, 0.0], [0.0, 0.0, 0.0], [0.0, 0.0, 0.0], [0.0, 0.0, 0.0], [0.0, 0.0, 0.0], [0.0, 0.1, 0.0], [0.0, 0.0, 0.0], [0.0, 0.0, 0.0], [0.0, 0.0, 0.0], [0.0, -0.1, 0.0], [0.0, 0.1, 0.0], [0.0, -0.1, 0.0], [0.0, 0.0, 0.0], [0.0, 0.0, 0.0], [0.0, 0.0, 0.0], [0.0, 0.0, -0.1], [0.0, 0.0, 0.0], [0.0, 0.0, 0.0], [0.0, 0.0, 0.0], [0.0, -0.1, 0.0], [0.0, 0.0, 0.0], [0.0, 0.0, 0.0], [0.0, 0.0, 0.0], [0.0, 0.0, 0.0], [0.0, 0.0, 0.0], [0.0, 0.0, -0.1], [0.0, 0.0, 0.0], [0.0, 0.0, 0.0], [0.0, 0.0, 0.0], [0.0, 0.0, 0.0], [0.0, 0.0, 0.0], [0.0, 0.0, 0.0], [0.0, 0.0, 0.0], [0.0, 0.0, 0.0], [0.0, 0.0, 0.0], [0.0, 0.0, 0.0], [0.0, 0.0, 0.0], [0.0, 0.0, 0.0], [0.0, 0.0, 0.0], [0.0, 0.0, 0.0], [0.0, 0.0, 0.0], [0.0, 0.0, 0.0], [0.0, 0.0, 0.0]]
}

{
  "formula": "C18H12N5O6",
  "method": "ωB97M-V/def2-TZVPD",
  "energy_ev": -38588.06684,
  "fmax_ev_per_a": 5.2,
  "lumo_energy_ev": 1.35,
  "de_lowest_kcal_mol": 40.5,
  "spin_multiplicity": 1,
  "homo_ev": -4.1399,
  "charge": -1,
  "elements": ["N", "C", "C", "C", "C", "N", "O", "O", "C", "C", "N", "O", "O", "N", "C", "H", "H", "C", "C", "O", "C", "C", "C", "C", "C", "C", "C", "N", "C", "C", "O", "H", "H", "H", "H", "H", "H", "H", "H", "H", "H"],
  "positions_angstrom": [[-2.433, -5.647, 2.081], [-1.989, -4.588, 1.860], [-1.433, -3.300, 1.582], [-0.074, -3.015, 1.407], [0.347, -1.677, 1.190], [1.767, -1.410, 1.218], [2.565, -2.372, 1.090], [2.148, -0.224, 1.387], [-0.548, -0.614, 1.003], [-1.877, -0.894, 1.252], [-2.995, -0.056, 1.403], [-3.160, 1.148, 1.341], [-4.083, -0.929, 1.756], [-3.671, -2.264, 1.811], [-2.351, -2.201, 1.520], [0.676, -3.803, 1.458], [-0.155, 0.441, 0.861], [-2.239, 4.761, 0.681], [-0.864, 4.217, 0.434], [-1.061, 2.832, 0.051], [0.108, 2.254, -0.280], [-0.053, 0.772, -0.511], [1.017, 0.124, -1.309], [2.299, 0.685, -1.474], [3.330, -0.046, -2.052], [3.089, -1.332, -2.544], [4.173, -2.124, -3.054], [5.064, -2.771, -3.454], [1.781, -1.840, -2.528], [0.752, -1.102, -1.958], [1.139, 2.920, -0.303], [-2.172, 5.704, 1.228], [-2.739, 4.965, -0.271], [-2.850, 4.057, 1.251], [-0.356, 4.748, -0.378], [-0.244, 4.243, 1.339], [-1.034, 0.584, -0.967], [2.487, 1.685, -1.100], [4.333, 0.383, -2.097], [1.583, -2.830, -2.947], [-0.274, -1.482, -1.979]],
  "forces_ev_per_a": [[0.8, 2.0, -0.4], [-0.2, -2.0, 0.3], [0.6, 0.1, -0.3], [-0.9, 0.0, -0.3], [0.4, -0.7, -0.8], [1.3, 0.3, 0.5], [-1.2, 1.5, 0.2], [-0.9, -1.9, -0.4], [1.7, 1.5, 2.8], [-3.6, 0.7, -0.1], [1.8, -2.2, 0.3], [-0.2, -0.6, -0.1], [0.4, 0.5, -0.4], [2.2, 1.4, -0.6], [-1.9, -0.4, 0.6], [-0.2, 0.3, 0.1], [-0.3, -1.3, 2.3], [-0.4, 0.4, -0.1], [-0.4, -0.3, 0.0], [0.5, 0.4, 0.0], [0.7, -0.5, 0.3], [0.6, 1.7, -4.8], [-0.3, 0.3, -0.4], [0.6, -0.4, 0.0], [-0.3, 0.3, 0.1], [-0.2, -0.1, 0.0], [1.7, -1.3, -0.8], [-1.8, 1.3, 0.8], [0.0, -0.1, -0.1], [0.2, 0.0, 0.4], [-0.8, -0.8, 0.0], [0.0, 0.0, 0.0], [-0.1, -0.1, 0.2], [0.1, 0.1, 0.0], [0.0, -0.1, 0.3], [0.0, 0.0, -0.3], [0.2, 0.1, 0.3], [0.0, -0.4, 0.0], [-0.3, -0.2, 0.0], [0.1, 0.4, 0.1], [0.4, 0.0, 0.1]]
}